Below is a 13-piece molecular cluster, C78H65F13 overall at a distorted geometry, with properties calculated with ωB97M-V with the def2-TZVPD basis set.

Summary:
**Gap between HOMO and LUMO**: 9.50 eV
**HOMO level**: -0.32709 Ha
**Molar mass**: 1249.4 g mol⁻¹
**Relative energy (zero: lowest compared OMol25 entry of this formula, charge and spin)**: 48.4 kcal/mol
**LUMO**: 0.0219 hartree

Structure (XYZ):
```
156
Properties=species:S:1:pos:R:3:mulliken_charge:R:1
F 2.94461 0.13477 -3.16590 0.187
C 2.71372 1.26233 -3.87915 -0.491
C 1.56904 2.04158 -3.65493 0.549
C 1.42024 3.17977 -4.42130 -1.078
C 2.39611 3.56149 -5.35263 -0.723
C 3.52611 2.77444 -5.54568 -0.572
C 3.63804 1.62168 -4.76595 -0.439
H 0.81656 1.73733 -2.94247 0.856
H 0.57699 3.81655 -4.19805 0.415
H 2.27523 4.41380 -6.00483 0.395
H 4.21178 3.08626 -6.31965 0.404
H 4.53371 1.01965 -4.80746 0.473
F -1.13865 4.90146 -2.50965 -0.274
C -2.37219 4.59262 -2.90955 0.158
C -2.72426 4.65433 -4.25538 -0.255
C -4.02506 4.25651 -4.65516 -0.862
C -4.89335 3.80759 -3.64240 -0.461
C -4.53621 3.82860 -2.33304 -0.371
C -3.31923 4.26637 -1.94677 -0.013
H -1.96299 4.99478 -4.94165 0.449
H -4.33550 4.25696 -5.68958 0.442
H -5.89650 3.52558 -3.92627 0.387
H -5.25173 3.58246 -1.56244 0.448
H -2.97589 4.20803 -0.92446 0.357
F 8.91099 -2.28178 -4.92540 -0.323
C 7.73091 -2.30058 -4.27837 0.318
C 6.52440 -2.02247 -4.95816 -0.422
C 5.36648 -1.97817 -4.26487 -0.808
C 5.37382 -2.17668 -2.93455 -0.240
C 6.53611 -2.34446 -2.21496 -0.168
C 7.76523 -2.41456 -2.86818 -0.599
H 6.56437 -1.80295 -6.01487 0.425
H 4.39251 -1.80668 -4.69888 0.594
H 4.41232 -2.13678 -2.44432 0.412
H 6.53628 -2.38417 -1.13570 0.385
H 8.72812 -2.65539 -2.44244 0.421
F -2.37601 5.61875 1.53701 -0.378
C -1.08598 5.35752 1.60983 0.124
C -0.29895 5.54076 0.49673 -0.232
C 1.07018 5.28964 0.56681 -0.719
C 1.58455 4.92637 1.85350 -0.435
C 0.77588 4.74545 2.93726 -0.618
C -0.57880 4.89726 2.83541 -0.286
H -0.76652 5.81849 -0.43636 0.640
H 1.75165 5.45850 -0.25385 0.487
H 2.62179 4.69142 2.04147 0.403
H 1.23591 4.50223 3.88363 0.450
H -1.19698 4.82697 3.71821 0.620
F 6.74657 1.41792 3.72049 -0.330
C 6.05772 0.82487 2.74673 0.110
C 5.51967 1.51095 1.64944 -0.535
C 5.01746 0.78023 0.55787 -0.823
C 4.80566 -0.56960 0.70379 0.326
C 5.29524 -1.24787 1.81287 -0.699
C 5.86059 -0.54103 2.83277 -0.205
H 5.54327 2.58944 1.70145 0.465
H 4.63362 1.25029 -0.33549 0.488
H 4.24671 -1.07593 -0.06927 0.442
H 5.18061 -2.32030 1.86906 0.259
H 6.13413 -1.09473 3.71877 0.463
F -0.09810 1.61408 5.87928 -0.311
C 0.84849 0.73481 5.50407 -0.161
C 1.45187 -0.03867 6.46444 -0.279
C 2.44553 -0.87059 6.17626 -0.918
C 2.92110 -0.94513 4.85448 -0.478
C 2.33225 -0.21440 3.81446 0.199
C 1.31448 0.65349 4.13594 -0.229
H 1.20888 0.12225 7.50437 0.421
H 2.84964 -1.54203 6.91939 0.408
H 3.72683 -1.64435 4.68625 0.329
H 2.63140 -0.34627 2.78513 0.441
H 0.82685 1.31328 3.43359 0.630
F -4.74071 1.65320 -0.69336 0.058
C -5.38309 0.41674 -0.64242 0.199
C -6.69751 0.31624 -1.08739 -0.791
C -7.36118 -0.88659 -0.93968 -0.236
C -6.78130 -1.93632 -0.33142 -0.933
C -5.51050 -1.78177 0.23333 -0.305
C -4.74819 -0.62997 0.00851 -0.223
H -7.11751 1.17894 -1.58312 0.429
H -8.36568 -0.95251 -1.33087 0.378
H -7.38735 -2.82030 -0.19847 0.383
H -5.10828 -2.64476 0.74310 0.458
H -3.75377 -0.50459 0.41076 0.600
F 0.72968 -1.21413 -5.57648 -0.389
C -0.18583 -0.61687 -4.78736 0.171
C -0.23597 -0.85726 -3.42572 -0.412
C -1.07474 -0.12314 -2.63026 -0.510
C -2.01364 0.77377 -3.14883 -0.660
C -2.03404 0.92594 -4.57112 -0.352
C -1.15564 0.20503 -5.38133 -0.735
H 0.47555 -1.52797 -2.96715 0.735
H -1.09411 -0.25465 -1.55847 0.724
H -2.68112 1.21799 -2.42527 0.626
H -2.75145 1.50708 -5.13148 0.411
H -1.14282 0.41457 -6.44074 0.421
F -3.74186 -4.31013 2.68823 -0.301
C -3.37822 -3.39593 3.56831 0.033
C -4.28268 -2.75452 4.37889 -0.356
C -3.91297 -1.73366 5.34435 -0.825
C -2.53918 -1.52891 5.51025 -0.153
C -1.61969 -2.23960 4.74607 -0.414
C -2.01721 -3.12713 3.73010 -0.152
H -5.31613 -3.06604 4.34209 0.433
H -4.71176 -1.25247 5.88913 0.464
H -2.24208 -0.78628 6.23596 0.406
H -0.54600 -2.14639 4.81610 0.355
H -1.26914 -3.74529 3.25612 0.507
F -5.75470 5.04181 5.12083 -0.320
C -4.82771 4.15812 4.74821 -0.205
C -4.12430 3.39626 5.66939 -0.406
C -3.08611 2.53095 5.28942 -0.619
C -2.82482 2.41647 3.95515 0.490
C -3.50142 3.12260 2.96601 -0.147
C -4.49694 3.96013 3.38804 -0.403
H -4.44796 3.47230 6.69694 0.374
H -2.54584 1.94899 6.02142 0.405
H -2.10859 1.65604 3.68097 0.069
H -3.31890 2.89511 1.92613 0.397
H -5.10302 4.54515 2.71217 0.453
F -1.41864 -4.99784 -3.85676 -0.328
C -1.71648 -5.34668 -2.59895 0.046
C -1.93893 -6.66307 -2.24652 -0.516
C -2.37345 -7.00847 -0.95975 -0.531
C -2.37831 -5.99379 0.03341 -0.597
C -2.08035 -4.67245 -0.32883 -0.202
C -1.83550 -4.34105 -1.66686 -0.302
H -1.94461 -7.49084 -2.94019 0.415
H -2.73587 -8.02202 -0.87160 0.400
H -2.72344 -6.27647 1.01695 0.438
H -2.12470 -3.88088 0.40455 0.589
H -1.82478 -3.32933 -2.04461 0.563
F 5.05061 -4.42542 0.67258 -0.367
C 3.98393 -4.53056 -0.01947 -0.010
C 4.02731 -5.44569 -1.12510 -0.460
C 2.90668 -5.49717 -1.96466 -0.835
C 1.76610 -4.84550 -1.61249 0.049
C 1.63536 -4.04559 -0.44161 -0.005
C 2.78932 -3.80178 0.29510 -0.448
H 4.88005 -6.06348 -1.36500 0.432
H 3.00071 -6.17769 -2.79800 0.458
H 0.88118 -4.99834 -2.21246 0.264
H 0.75395 -3.47787 -0.18235 0.310
H 2.80130 -3.18020 1.17822 0.606
F -0.06625 -1.89644 1.30498 -0.368
C 0.05746 -0.59377 0.91733 0.631
C -0.85852 0.35213 1.32045 -0.535
C -0.75442 1.65975 0.83883 0.500
C 0.28157 1.99345 -0.02643 -0.073
C 1.29857 1.06748 -0.25951 -1.127
C 1.19150 -0.18132 0.24578 0.674
H -1.72582 0.06123 1.89453 0.687
H -1.53720 2.35872 1.09396 -0.991
H 0.25594 3.01107 -0.38728 0.479
H 2.09044 1.43007 -0.89816 0.505
H 1.95240 -0.92077 0.04419 -0.533
```